Entry 1:
Entry from the OMol25 dataset: a 4-piece molecular cluster, C26H47ClN2O5S3 overall in a non-equilibrium geometry (ωB97M-V with the def2-TZVPD basis set).

The calculation puts the energy at -3159.23323 hartree. The value obtained for the HOMO-LUMO gap is 0.317 Ha. As for the strongest force on any atom: 1.315 eV/Å. As for the total charge: 0.

Geometry as XYZ:
```
84
Properties=species:S:1:pos:R:3:forces:R:3
C -3.227215 -3.244883 1.564388 -0.20 0.36 0.74
C -4.031912 -1.948869 1.442354 -0.10 -0.65 -0.66
C -3.622005 -1.069166 0.280942 0.49 0.16 0.38
C -2.124081 -0.742280 0.235072 -0.51 0.66 -0.17
C -1.879103 0.691719 -0.262453 0.07 -1.30 0.16
C -2.104826 0.722485 -1.768899 -0.11 0.85 0.65
C -0.969514 1.168202 -2.629215 0.07 -0.14 0.32
N 0.086302 1.704799 -2.116071 0.43 0.19 0.29
C 1.051423 2.126609 -2.992017 -0.62 -0.31 0.93
C 2.211477 2.730607 -2.510384 -0.12 0.06 0.47
C 3.148978 3.179262 -3.369189 0.42 0.29 0.54
Cl 4.569258 3.946692 -2.769138 0.28 0.14 0.20
C 2.986537 3.047284 -4.749107 0.86 0.43 -0.11
O 3.981008 3.574634 -5.500932 -0.22 -0.05 -0.17
C 4.215518 3.005474 -6.777891 0.70 0.20 -0.13
C 5.267494 3.844989 -7.467277 -0.74 0.02 -0.31
C 1.869795 2.449159 -5.205618 0.01 -0.12 -1.16
C 0.886602 1.976933 -4.349553 -0.05 -0.04 -0.58
N -0.224567 1.410505 -4.887146 0.29 0.15 -0.17
C -1.110448 1.024824 -4.038176 -0.73 -0.28 -0.33
C -2.357618 0.431959 -4.594787 0.17 -0.36 -0.73
C -2.440773 -1.090530 -4.458736 -0.35 0.18 0.85
O -1.317483 -1.591817 -3.773127 0.09 0.19 -0.05
C -1.433033 -2.964014 -3.514279 0.36 -0.59 0.00
C -0.512736 -3.395381 -2.398641 -0.20 -0.08 -0.10
H -2.951911 -3.358729 2.602138 0.23 -0.20 0.35
H -2.320413 -3.259317 0.981945 0.26 -0.02 -0.37
H -3.847363 -4.092602 1.337889 -0.11 -0.50 -0.39
H -4.032553 -1.416415 2.379572 0.21 0.36 0.30
H -5.058201 -2.229989 1.258717 -0.54 0.00 0.15
H -3.908029 -1.530241 -0.655674 -0.23 -0.19 -0.31
H -4.179984 -0.145149 0.368146 -0.23 0.35 -0.13
H -1.648207 -1.400504 -0.472557 0.48 -0.47 -0.05
H -1.666747 -0.877409 1.203708 0.12 -0.13 0.42
H -2.594441 1.304809 0.255123 -0.12 0.66 0.20
H -0.879816 0.960314 0.032505 0.39 0.49 -0.18
H -2.928951 1.396028 -1.980260 -0.31 0.24 -0.17
H -2.453818 -0.247618 -2.063214 -0.04 -0.49 -0.43
H 2.329740 2.851365 -1.454473 0.06 0.01 0.44
H 4.585177 1.993978 -6.666837 -0.14 -0.44 0.25
H 3.340538 3.002950 -7.407803 -0.56 -0.14 0.00
H 5.813031 3.233966 -8.166831 0.49 -0.20 -0.09
H 5.898963 4.348735 -6.758961 0.46 -0.01 0.26
H 4.758432 4.583411 -8.063401 -0.03 0.59 -0.17
H 1.711930 2.344150 -6.256939 -0.16 -0.13 -0.46
H -3.224672 0.910335 -4.176340 -0.43 0.09 0.39
H -2.368987 0.666956 -5.644361 0.09 0.22 -0.45
H -3.313730 -1.327950 -3.857034 -0.43 -0.20 0.10
H -2.585990 -1.576191 -5.414020 0.19 -0.15 -0.46
H -2.444529 -3.251013 -3.248417 -0.54 0.21 0.10
H -1.202445 -3.550730 -4.397697 0.12 0.05 -0.56
H -1.031000 -3.369057 -1.456473 -0.04 0.19 0.54
H -0.225646 -4.419489 -2.568976 0.20 -0.46 0.00
H 0.383288 -2.799561 -2.348815 0.30 0.30 -0.03
C -2.867296 -4.461246 7.367231 -0.12 -0.14 0.02
S -2.196195 -3.608811 5.936557 0.20 0.13 -0.03
O -3.352073 -3.139637 5.120191 -0.11 -0.12 -0.06
C -1.543043 -5.081813 5.136874 -0.12 -0.17 -0.04
H -3.366197 -3.722703 7.989933 0.02 0.05 -0.02
H -3.584083 -5.217139 7.044272 -0.01 0.02 -0.04
H -2.052644 -4.921220 7.925530 0.03 0.04 0.01
H -2.347697 -5.797149 4.961266 -0.02 0.03 0.00
H -0.773469 -5.522094 5.770218 0.03 0.04 0.01
H -1.106803 -4.779674 4.187346 0.00 0.05 0.00
C 1.422049 0.523690 7.591509 0.12 0.02 -0.03
S -0.198148 -0.065170 7.090330 -0.09 0.06 0.11
O -0.153330 -1.550509 7.103434 0.15 0.03 0.10
C -0.069886 0.438941 5.376384 -0.02 0.03 -0.17
H 1.561273 0.263369 8.638676 -0.05 -0.01 0.00
H 2.188950 0.044544 6.984273 -0.01 -0.03 -0.02
H 1.467577 1.605581 7.471632 -0.01 0.02 0.01
H 0.794888 -0.035933 4.917034 0.05 -0.07 0.02
H 0.025058 1.521965 5.326095 -0.03 0.07 0.01
H -0.981718 0.122498 4.871511 0.00 -0.01 0.05
C 5.324944 3.635055 1.997508 0.10 -0.02 -0.18
S 4.036449 3.664441 3.242267 -0.04 0.11 0.07
O 4.231566 2.466641 4.099266 -0.05 -0.08 0.00
C 2.682165 3.299329 2.118885 -0.05 -0.06 -0.11
H 6.278050 3.800812 2.494160 -0.02 0.01 0.07
H 5.334017 2.665139 1.500591 -0.03 -0.02 0.03
H 5.147392 4.430900 1.274267 -0.01 0.02 0.00
H 2.869230 2.350461 1.615604 0.03 -0.01 0.03
H 2.588098 4.105808 1.391705 0.00 0.02 0.01
H 1.768133 3.229693 2.704670 0.02 0.02 0.05
```
Forces are in eV/Å.

Entry 2:
Entry from the OMol25 dataset: a 4-piece molecular cluster, C26H48BBr6N3O6P2S overall in a non-equilibrium geometry (ωB97M-V with the def2-TZVPD basis set).

The calculation puts the energy at -18185.19394 hartree. The value obtained for the HOMO-LUMO gap is 0.276 Ha. As for the strongest force on any atom: 1.902 eV/Å. As for the total charge: 0.

Geometry as XYZ:
```
93
Properties=species:S:1:pos:R:3:forces:R:3
C 2.334199 -1.252112 3.451289 0.11 0.33 0.02
C 3.091925 0.017958 3.059988 -0.16 -0.12 0.66
N 2.350594 0.857760 2.101975 0.37 0.48 -0.11
C 2.930727 0.891802 0.727040 -0.03 -0.38 -0.88
B 4.284519 1.729610 0.734731 0.61 -0.55 -0.23
O 4.304574 3.081829 0.503156 -0.53 -0.01 -0.23
O 5.457978 1.080563 1.069898 -0.40 0.00 0.43
C 6.179404 1.645301 2.164031 0.47 0.33 0.06
C 7.367343 2.511165 1.723099 -0.12 0.05 0.26
C 3.029317 -0.591818 0.319828 0.01 0.08 0.16
O 3.996072 -1.307696 0.211428 -0.08 -0.05 0.29
N 1.730936 -0.981210 0.131130 -0.21 -0.26 -0.06
C 0.840430 0.076276 -0.343247 0.37 0.20 0.07
C -0.372082 0.435328 0.534026 -0.37 -0.23 -0.44
C -1.435563 -0.616123 0.850767 -0.19 0.39 0.49
C -0.920202 -1.962277 1.355215 -0.45 -0.20 0.10
O -2.230341 0.003204 1.885085 0.20 0.01 -0.18
C -3.581735 -0.417063 1.839333 -0.22 -0.01 0.49
C -4.494224 0.612643 1.228477 0.06 -0.03 -0.17
C -5.176449 0.360434 0.045892 0.07 -0.01 0.02
C -6.037407 1.309912 -0.485015 -0.17 0.11 -0.03
C -6.226942 2.520661 0.160474 0.11 -0.10 0.01
C -5.528546 2.790089 1.333533 -0.21 0.05 -0.19
C -4.675364 1.839385 1.861984 0.05 0.12 0.06
P 0.298662 -0.458587 -2.054793 0.71 -0.19 -0.64
O -0.430233 0.788988 -2.724679 -0.20 -0.25 0.16
O -0.952682 -1.447759 -1.850586 -0.06 0.26 0.40
S 1.646507 -1.375519 -3.108630 -0.13 -0.09 0.20
C 1.875740 1.321868 -0.338921 0.03 0.94 0.76
N 1.314932 2.608206 0.040730 0.12 -0.08 -0.06
P 2.565792 1.667180 -2.062968 -1.03 -0.76 -1.41
C 2.761350 3.460448 -2.313188 0.50 0.14 1.20
C 4.185661 0.874211 -2.340525 0.40 0.53 0.41
H 1.283238 -1.004576 3.595363 -0.09 -0.12 -0.13
H 2.709139 -1.613575 4.409949 0.11 -0.16 -0.08
H 2.454828 -2.027282 2.697262 -0.16 -0.10 0.02
H 3.222111 0.599425 3.976480 0.02 0.10 -0.05
H 4.095892 -0.245035 2.723277 0.00 0.08 -0.22
H 2.344857 1.803927 2.464932 0.00 0.03 -0.01
H 5.095900 3.356664 0.030836 0.25 0.12 0.41
H 6.530389 0.831408 2.798073 -0.07 -0.19 -0.16
H 5.515134 2.246508 2.790904 -0.12 0.00 -0.08
H 7.321569 3.489892 2.201281 -0.01 0.07 -0.10
H 7.344975 2.648968 0.644318 0.11 -0.02 -0.05
H 8.320768 2.072310 2.011239 0.03 -0.10 -0.18
H 1.585901 -1.942562 -0.142443 0.09 0.02 -0.18
H -0.053198 0.848444 1.486559 0.26 -0.14 0.02
H -0.896711 1.235924 0.005784 -0.02 0.05 0.08
H -2.107033 -0.750187 0.006807 0.15 -0.11 -0.17
H -1.523560 -2.246012 2.220672 -0.01 -0.01 0.02
H -1.076732 -2.753533 0.617309 0.29 0.32 0.18
H 0.112644 -1.929210 1.688695 0.07 0.02 -0.05
H -3.904385 -0.583574 2.872031 0.06 -0.01 0.04
H -3.683607 -1.378732 1.330522 0.04 0.17 -0.10
H -5.042504 -0.587392 -0.459758 0.01 -0.06 0.01
H -6.582798 1.112101 -1.398065 0.03 -0.10 -0.05
H -6.917470 3.241368 -0.255460 0.02 0.09 0.03
H -5.671572 3.741295 1.828410 0.04 0.00 0.08
H -4.142646 2.062528 2.778163 0.06 -0.10 0.03
H 0.144123 1.078891 -3.458504 -0.03 0.27 0.06
H -0.605694 -2.307901 -1.569531 -0.16 -0.12 -0.17
H 0.500281 2.862990 -0.499608 -0.09 0.00 0.07
H 1.117026 2.668434 1.027224 -0.33 -0.09 -0.01
H 3.392486 3.941860 -1.563996 0.05 0.06 -0.08
H 3.160756 3.646850 -3.307332 -0.13 -0.13 -0.15
H 1.769652 3.893762 -2.210113 0.16 0.00 -0.26
H 4.367260 0.907420 -3.414878 -0.08 0.00 -0.04
H 5.017147 1.389846 -1.850742 0.08 -0.12 0.04
H 4.175637 -0.166763 -2.035305 -0.04 -0.05 0.03
Br -4.771189 -3.767580 1.689257 -0.13 -0.09 0.01
C -6.249306 -4.774721 0.926635 0.20 -0.10 0.04
C -6.679471 -4.226864 -0.407058 -0.15 0.06 -0.01
Br -7.703779 -2.585731 -0.220108 0.07 0.02 -0.01
H -7.048757 -4.758252 1.659816 -0.03 0.01 -0.02
H -5.877332 -5.790856 0.813298 0.00 -0.01 -0.03
H -7.341927 -4.930785 -0.905136 0.01 -0.03 0.01
H -5.836101 -4.000668 -1.051336 0.03 -0.02 0.00
Br 0.835898 2.341997 -5.527402 0.00 0.03 0.03
C -0.654495 3.575173 -5.732190 0.07 -0.06 -0.13
C -0.241022 5.010045 -5.532770 -0.10 0.01 0.14
Br 0.045726 5.417646 -3.653777 -0.09 0.11 -0.11
H -1.411700 3.263126 -5.020074 -0.03 0.02 0.00
H -1.020467 3.424976 -6.745123 0.00 0.02 -0.01
H -1.036207 5.675311 -5.860724 -0.01 -0.01 -0.01
H 0.679165 5.258659 -6.050808 0.01 -0.04 -0.03
Br -0.956322 -4.888550 -0.620069 -0.08 -0.39 -0.34
C -0.345875 -5.733917 1.019814 0.11 0.15 -0.05
C -0.762703 -7.178114 1.084514 -0.10 -0.03 0.11
Br -2.651829 -7.370783 1.499302 0.00 -0.01 -0.05
H -0.745129 -5.145121 1.840516 -0.02 -0.02 0.02
H 0.738537 -5.651156 1.005138 0.01 -0.03 -0.01
H -0.232706 -7.683136 1.888366 0.01 0.02 0.01
H -0.591708 -7.699839 0.149005 0.03 0.01 -0.01
```
Forces are in eV/Å.